(1)
{"formula": "C19H43NO7S", "method": "ωB97M-V with the def2-TZVPD basis set", "smiles": "SCOCCOCc1ccncc1.CCO.CCO.CCO.CCO.CCO", "e_homo_ha": -0.3265, "lumo_energy_ev": 0.49, "orbital_gap_ha": 0.3443, "species": ["S", "C", "O", "C", "C", "O", "C", "C", "C", "C", "N", "C", "C", "H", "H", "H", "H", "H", "H", "H", "H", "H", "H", "H", "H", "H", "C", "C", "O", "H", "H", "H", "H", "H", "H", "C", "C", "O", "H", "H", "H", "H", "H", "H", "C", "C", "O", "H", "H", "H", "H", "H", "H", "C", "C", "O", "H", "H", "H", "H", "H", "H", "C", "C", "O", "H", "H", "H", "H", "H", "H"], "xyz": [[0.00711, -0.61755, 0.85191], [-0.36619, -2.23517, 0.07315], [0.76396, -3.05723, 0.20347], [1.02333, -3.42141, 1.55983], [2.37018, -2.81459, 1.92257], [2.87532, -3.19757, 3.19698], [1.96409, -3.03960, 4.28132], [1.20061, -1.72982, 4.31605], [-0.16757, -1.71411, 4.56183], [-0.84851, -0.49878, 4.55674], [-0.25649, 0.65826, 4.31094], [1.05429, 0.65599, 4.09231], [1.82780, -0.50514, 4.09916], [-0.53035, 0.18845, -0.06527], [-0.59598, -2.08637, -0.97878], [-1.23132, -2.67541, 0.57691], [1.02079, -4.50892, 1.66986], [0.24059, -2.99462, 2.19496], [3.09811, -3.13460, 1.17144], [2.29414, -1.72698, 1.84432], [2.57554, -3.11538, 5.18433], [1.25816, -3.87873, 4.30659], [-0.71460, -2.63485, 4.73340], [-1.91610, -0.47363, 4.73508], [1.51323, 1.61418, 3.88486], [2.89331, -0.44811, 3.91054], [-2.33327, 3.75623, 1.90428], [-1.08081, 3.30708, 1.17656], [0.01367, 3.07522, 2.05590], [-2.12858, 4.66378, 2.47420], [-3.15093, 3.95003, 1.20965], [-2.66076, 2.98678, 2.60851], [-0.74771, 4.07642, 0.47975], [-1.29272, 2.40038, 0.59586], [-0.23933, 2.38526, 2.68859], [-0.00350, -0.57441, -4.93727], [-0.78396, -1.49943, -4.02535], [-1.22166, -0.83682, -2.84056], [0.85643, -0.16240, -4.40830], [0.35012, -1.10052, -5.82512], [-0.62658, 0.26415, -5.25829], [-0.16075, -2.32547, -3.68412], [-1.64305, -1.92389, -4.55555], [-1.78311, -0.09865, -3.09929], [6.66061, -4.84822, 0.80399], [5.94808, -5.63529, 1.88894], [5.41143, -4.80279, 2.90532], [7.46110, -4.24771, 1.23665], [7.08869, -5.51299, 0.05210], [5.96657, -4.17110, 0.29991], [6.64553, -6.30329, 2.39394], [5.15794, -6.25408, 1.44664], [4.76451, -4.20813, 2.50818], [-7.26656, 5.21718, -0.19677], [-6.32947, 4.05730, -0.47450], [-5.45212, 3.79058, 0.61558], [-6.69726, 6.11734, 0.03526], [-7.90387, 5.41896, -1.05858], [-7.91254, 4.99705, 0.65638], [-5.67948, 4.28435, -1.31854], [-6.90280, 3.15864, -0.72653], [-5.98826, 3.56899, 1.38377], [1.05851, 3.07407, -7.01271], [-0.38036, 3.53229, -6.86922], [-0.83248, 3.46627, -5.51896], [1.16658, 2.05413, -6.64221], [1.38715, 3.10517, -8.05217], [1.72408, 3.71380, -6.42851], [-1.04997, 2.88515, -7.43428], [-0.49664, 4.55069, -7.25491], [-0.26591, 4.03958, -4.99273]], "mulliken_charge": [0.09, -0.03, -0.40, -0.35, -0.21, -0.42, -0.92, 0.81, -0.32, -0.54, -0.55, -0.47, -0.27, -0.08, -0.03, 0.28, 0.29, 0.20, 0.40, 0.11, 0.43, 0.32, 0.39, 0.36, 0.40, 0.49, -0.89, 0.01, -0.51, 0.27, 0.22, 0.31, 0.35, -0.04, 0.28, -1.03, -0.28, -0.48, 0.29, 0.38, 0.27, 0.29, 0.28, 0.28, -0.97, -0.21, -0.47, 0.25, 0.34, 0.30, 0.28, 0.25, 0.25, -1.04, -0.22, -0.45, 0.28, 0.33, 0.32, 0.27, 0.25, 0.26, -0.85, -0.30, -0.48, 0.15, 0.32, 0.32, 0.26, 0.31, 0.28]}

(2)
{"formula": "C19H43OP3PdS2", "method": "ωB97M-V with the def2-TZVPD basis set", "e_homo_ha": [-0.6846, -0.6959], "charge": 4, "lumo_energy_ev": [-10.69, -15.07], "orbital_gap_ha": [0.2917, 0.1422], "multiplicity": 5, "species": ["Pd", "P", "P", "P", "H", "C", "C", "H", "C", "C", "C", "C", "C", "C", "C", "C", "C", "H", "H", "H", "H", "H", "H", "H", "H", "H", "H", "H", "H", "H", "H", "H", "H", "H", "H", "H", "H", "H", "H", "H", "H", "H", "H", "H", "H", "H", "C", "C", "C", "C", "C", "C", "S", "H", "H", "H", "H", "H", "H", "C", "S", "C", "O", "H", "H", "H", "H", "H", "H"], "xyz": [[0.03118, -0.71038, 0.46046], [-0.08405, 0.38998, 2.48004], [2.19794, -0.06717, -0.16310], [0.06338, -3.03014, 0.53342], [-6.84524, -1.94904, -4.33804], [-7.02929, -2.58240, -3.45207], [-7.26929, -2.12103, -2.21098], [-7.04015, -1.10251, -1.86101], [-0.54788, 2.13123, 2.27043], [1.41911, 0.43814, 3.51945], [-1.31845, -0.34731, 3.59436], [2.38487, -0.28525, -1.95870], [2.71750, 1.63569, 0.20687], [3.55403, -1.00921, 0.63284], [-1.64612, -3.66567, 0.47205], [0.79389, -3.86714, 1.98192], [0.93925, -3.78919, -0.87848], [-7.13654, -3.66510, -3.64261], [-7.79734, -2.77812, -1.50964], [-1.63738, 2.20631, 2.16834], [-0.07956, 2.53680, 1.36508], [-0.22178, 2.71865, 3.13930], [2.23745, 0.96309, 3.01760], [1.74371, -0.58116, 3.75606], [1.19753, 0.95963, 4.46073], [-2.31470, -0.24295, 3.15185], [-1.30875, 0.14029, 4.57857], [-1.10097, -1.41301, 3.73268], [3.41992, -0.07438, -2.26779], [1.69320, 0.40823, -2.46046], [2.12040, -1.32074, -2.21628], [3.68439, 1.83014, -0.27537], [2.84127, 1.78983, 1.28410], [1.98636, 2.35780, -0.17794], [4.52339, -0.70459, 0.20933], [3.42195, -2.08680, 0.47936], [3.56500, -0.79982, 1.71161], [-1.65701, -4.76476, 0.46334], [-2.15179, -3.29249, -0.42844], [-2.19474, -3.31546, 1.35726], [0.77782, -4.95799, 1.82831], [0.21641, -3.61808, 2.88247], [1.83352, -3.53459, 2.10180], [0.89636, -4.88561, -0.79415], [1.99060, -3.46874, -0.86822], [0.47330, -3.47216, -1.82131], [-3.64229, 0.44431, -1.64648], [-2.69274, -0.40532, -2.23370], [-2.98264, -1.11765, -3.40295], [-4.15936, -0.83091, -4.10915], [-5.13482, -0.03267, -3.49985], [-4.87504, 0.62886, -2.29910], [-3.25986, 1.16594, -0.11088], [-4.28900, 1.95727, 0.16860], [-1.76634, -0.54416, -1.67738], [-2.32919, -1.93363, -3.73095], [-4.31120, -1.25407, -5.10838], [-6.12928, -0.02373, -3.94832], [-5.62290, 1.23971, -1.79888], [-0.49689, 2.69393, -3.65091], [-0.85222, 3.28426, -1.99054], [-0.89339, 5.06013, -2.28730], [0.35154, 2.99868, -1.13419], [0.59045, 2.69382, -3.80010], [-1.00670, 3.35537, -4.36107], [-0.90304, 1.67539, -3.70251], [-1.62823, 5.48078, -1.58634], [0.09497, 5.49470, -2.10231], [-1.21791, 5.22718, -3.31936]], "lowdin_spin": [0.91, 0.22, 0.20, 0.22, 0.01, 0.39, 0.41, 0.02, 0.06, 0.02, 0.05, 0.05, 0.04, 0.01, 0.06, 0.02, 0.05, 0.02, 0.02, 0.00, 0.00, 0.01, 0.00, 0.00, 0.00, 0.00, 0.01, 0.00, 0.01, 0.00, 0.00, 0.01, 0.00, 0.00, 0.00, 0.00, 0.00, 0.01, 0.00, 0.00, 0.01, 0.00, 0.00, 0.01, 0.00, 0.00, 0.02, 0.02, 0.01, 0.05, 0.02, 0.00, 0.07, 0.00, 0.01, 0.00, 0.00, 0.00, 0.00, 0.06, 0.30, 0.06, 0.50, 0.01, 0.00, 0.00, 0.00, 0.00, 0.00]}

(3)
{"formula": "C19H43OP3ReS2", "method": "ωB97M-V with the def2-TZVPD basis set", "e_homo_ha": [-0.7543, -0.7543], "charge": 4, "lumo_energy_ev": [-15.42, -15.05], "orbital_gap_ha": [0.1876, 0.2012], "multiplicity": 4, "species": ["Re", "P", "P", "P", "H", "C", "C", "H", "C", "C", "C", "C", "C", "C", "C", "C", "C", "H", "H", "H", "H", "H", "H", "H", "H", "H", "H", "H", "H", "H", "H", "H", "H", "H", "H", "H", "H", "H", "H", "H", "H", "H", "H", "H", "H", "H", "C", "C", "C", "C", "C", "C", "S", "H", "H", "H", "H", "H", "H", "C", "S", "C", "O", "H", "H", "H", "H", "H", "H"], "xyz": [[-0.60516, 0.16770, -0.80042], [0.35176, -0.97514, 1.13391], [1.69582, 0.77730, -1.35665], [-2.47361, -1.17596, -0.37039], [-1.13585, -0.08244, -4.43029], [-1.40782, -0.52231, -3.45814], [-1.42829, 0.64448, -2.53246], [-0.77873, 1.40036, -3.01510], [0.97872, -2.69796, 1.14195], [1.81483, -0.15463, 1.93302], [-0.68038, -1.01189, 2.67905], [1.88754, 1.65179, -2.96722], [2.53998, 2.12990, -0.35174], [3.11156, -0.38186, -1.49303], [-3.84561, -1.42546, -1.57899], [-3.42579, -0.25521, 0.91527], [-2.50706, -2.88928, 0.35088], [-2.35785, -1.07763, -3.59485], [-2.46667, 1.01038, -2.45413], [1.33674, -2.92674, 2.16606], [1.81920, -2.82460, 0.43794], [0.19349, -3.42355, 0.87583], [2.00664, -0.65597, 2.90043], [1.57831, 0.90673, 2.11626], [2.71162, -0.24010, 1.29897], [-0.04626, -1.40496, 3.48644], [-1.55921, -1.65072, 2.56504], [-0.99584, 0.00866, 2.92506], [2.78913, 2.27065, -2.97257], [1.02070, 2.29656, -3.09408], [1.95770, 0.91710, -3.76945], [3.45040, 2.41430, -0.89205], [2.82090, 1.75120, 0.63042], [1.88624, 3.00132, -0.24299], [4.06426, 0.13786, -1.73225], [2.93019, -1.10712, -2.30536], [3.28148, -0.95168, -0.56405], [-4.79150, -1.42094, -1.01873], [-3.74743, -2.40268, -2.06850], [-3.93836, -0.66213, -2.35649], [-4.06584, -0.96530, 1.45036], [-4.04466, 0.47589, 0.38988], [-2.79827, 0.26457, 1.64328], [-3.52948, -3.29177, 0.23072], [-2.27942, -2.93065, 1.42646], [-1.82847, -3.58797, -0.16226], [1.15879, -2.20267, -4.23097], [1.56961, -3.54972, -4.06183], [2.47307, -4.17762, -4.90447], [3.05506, -3.46605, -5.94502], [2.74867, -2.11191, -6.11346], [1.76874, -1.47330, -5.30798], [-0.26635, -1.95798, -3.16378], [-0.14148, -1.68716, -1.90626], [1.06765, -4.09197, -3.24647], [2.65391, -5.22820, -4.72192], [3.74648, -3.96032, -6.60789], [3.21228, -1.51067, -6.91683], [1.53089, -0.41282, -5.52125], [-1.07400, 2.95518, 1.38830], [-1.10210, 2.71268, -0.39312], [-2.83033, 3.21868, -0.78180], [-0.26306, 3.81546, -0.96709], [-2.02699, 2.65154, 1.80027], [-0.91126, 4.01117, 1.56127], [-0.25274, 2.37617, 1.79828], [-3.12071, 3.95588, -0.00343], [-2.87402, 3.71727, -1.76977], [-3.51316, 2.34740, -0.77497]], "lowdin_spin": [2.45, 0.05, 0.06, 0.08, 0.00, 0.02, 0.09, 0.03, 0.00, 0.03, 0.02, 0.02, 0.04, -0.01, 0.02, 0.06, 0.00, 0.00, 0.02, 0.00, 0.00, 0.00, 0.00, 0.00, 0.00, 0.00, 0.00, 0.00, 0.00, 0.00, 0.00, 0.00, 0.00, 0.00, 0.00, 0.00, 0.00, 0.00, 0.00, 0.00, 0.01, 0.00, 0.00, 0.00, 0.00, 0.00, 0.00, 0.00, 0.00, 0.00, 0.00, 0.00, 0.02, 0.01, 0.00, 0.00, 0.00, 0.00, 0.00, 0.00, 0.00, 0.00, -0.04, 0.00, 0.00, 0.00, 0.00, 0.00, 0.00]}

| no. | E (eV) |
| --- | --- |
| 1 | -47055.774 |
| 2 | -75421.208 |
| 3 | -74068.451 |